# C39H44CuFN7O5S

A structure of composition C39H44CuFN7O5S (wB97M-V/def2-TZVPD, the OMol25 dataset).

Geometry as ORCA input:
```
! RIJCOSX wB97M-V def2-TZVPD def2/J DEFGRID3
* xyz 0 2
Cu -1.3899 2.2468 -0.9281
F 2.9006 -2.7048 -0.2499
C 1.7467 -2.5756 0.4542
C 1.0102 -1.4338 0.3040
C -0.1525 -1.2440 1.0478
C -0.9234 0.0029 0.8493
O -0.4591 0.8259 0.0445
C -2.1406 0.1086 1.6043
C -2.4560 -0.8987 2.4523
N -1.7307 -2.0372 2.6602
C -2.1710 -3.0108 3.6219
C -1.3792 -3.1802 4.8895
C -2.7340 -2.5337 4.9204
C -0.5671 -2.2335 1.9445
C 0.1839 -3.4096 2.0612
C 1.3446 -3.5952 1.3250
N 2.0380 -4.8387 1.4604
C 3.0458 -5.2424 0.4886
C 3.3200 -6.7487 0.7080
N 2.1989 -7.2723 1.5531
C 2.3347 -6.7369 2.9454
C 2.4708 -5.2058 2.8028
C -3.1207 1.2964 1.5560
O -3.9363 1.3300 2.4963
O -3.0114 2.0913 0.6056
H 1.3185 -0.6721 -0.4010
H -3.3700 -0.8021 3.0222
H -2.6158 -3.9001 3.1860
H -0.5247 -2.5286 5.0132
H -1.2649 -4.1748 5.2987
H -2.7752 -1.4686 5.0941
H -3.5640 -3.0909 5.3289
H -0.1771 -4.2047 2.6982
H 3.9842 -4.6901 0.5966
H 2.6664 -5.0770 -0.5160
H 4.2430 -6.9310 1.2551
H 3.3421 -7.3070 -0.2250
H 2.0991 -8.2849 1.5215
H 1.3523 -6.8120 1.1845
H 3.2161 -7.1906 3.3937
H 1.4483 -7.0390 3.5009
H 3.5121 -4.9027 2.9724
H 1.8577 -4.7095 3.5493
O -1.6653 6.0492 -2.0548
C -1.3179 4.8871 -1.8975
O -2.0633 3.8752 -1.7035
C 0.1854 4.5977 -2.0004
C 0.9850 5.4802 -2.7731
C 2.2852 5.1601 -3.0055
C 2.8282 3.9906 -2.4143
C 4.1651 3.5661 -2.6021
C 4.6337 2.4478 -1.9737
C 3.7905 1.7131 -1.1078
C 2.4941 2.0952 -0.9170
C 1.9784 3.2271 -1.5940
N 0.6600 3.5224 -1.4322
H 0.5132 6.3665 -3.1707
H 2.9150 5.7810 -3.6322
H 4.8112 4.1483 -3.2480
H 5.6555 2.1259 -2.1288
H 4.1828 0.8457 -0.5916
H 1.8192 1.5741 -0.2514
C 1.1172 2.3140 -5.8074
N 0.3471 1.3015 -5.1165
C 1.2141 0.5021 -4.2722
C -0.7282 1.9192 -4.3363
C -1.6695 0.9018 -3.7380
C -2.2208 -0.0460 -4.6002
C -3.0778 -1.0264 -4.1308
C -3.3858 -1.0549 -2.7768
C -2.8328 -0.1056 -1.9298
C -1.9645 0.8996 -2.3718
H 1.8681 1.8428 -6.4453
H 1.6390 2.9942 -5.1119
H 0.4603 2.9150 -6.4374
H 1.9500 -0.0203 -4.8878
H 0.6225 -0.2376 -3.7315
H 1.7578 1.1139 -3.5326
H -1.2788 2.5817 -5.0114
H -0.3222 2.5428 -3.5299
H -1.9542 -0.0128 -5.6499
H -3.5067 -1.7517 -4.8119
H -4.0673 -1.8027 -2.3871
H -3.1213 -0.1406 -0.8824
C -2.1020 2.7122 4.7632
N -1.2187 2.9358 3.6417
C -1.4385 3.8086 2.6226
S -0.2010 4.1358 1.5357
N -2.6640 4.3588 2.5634
C -3.0809 5.1994 1.4452
H -1.6553 1.9455 5.3957
H -3.0724 2.3408 4.4299
H -2.2410 3.6173 5.3627
H -0.2601 2.6384 3.6972
H -3.4041 3.7726 2.9338
H -2.2292 5.7787 1.0991
H -3.8626 5.8730 1.7952
H -3.4423 4.5853 0.6217
*
```

Results
* E: -120015.564 eV
* LUMO energy (alpha / beta): -1.92 / -1.92 eV
* energy relative to the best compared isomer or geometry (same formula, charge and spin): 0.00 kcal/mol
* frontier orbital gap (alpha / beta): 4.43 / 4.69 eV
* ⟨S²⟩: 0.75